Arrangement one

{
  "formula": "C4H9O",
  "method": "ωB97M-V/def2-TZVPD",
  "symbols": ["C", "O", "C", "C", "C", "H", "H", "H", "H", "H", "H", "H", "H", "H"],
  "positions_angstrom": [[-0.991, -0.478, -0.445], [-1.987, 0.377, -0.475], [-0.314, -0.871, 0.915], [0.371, 0.111, -0.107], [1.775, -0.567, -0.512], [-1.099, -1.442, -1.169], [2.997, 6.311, 1.910], [-0.786, -0.474, 1.814], [0.155, -1.818, 1.125], [2.760, 6.028, 2.586], [0.222, 1.242, -0.009], [1.931, -1.532, -0.086], [2.071, -0.523, -1.529], [2.602, 0.020, 0.056]],
  "charge": -1,
  "e_lumo_ev": 4.283,
  "e_homo_ev": -1.95
}

Arrangement two

{
  "formula": "C4H9O",
  "method": "ωB97M-V/def2-TZVPD",
  "symbols": ["C", "O", "H", "H", "H", "C", "C", "C", "H", "H", "H", "H", "H", "H"],
  "positions_angstrom": [[2.435, 0.089, -1.053], [1.586, -0.938, -0.991], [3.563, -0.301, -1.084], [2.344, 0.884, -1.967], [2.511, 0.807, -0.249], [-1.682, -0.806, -0.304], [-1.589, 0.370, 0.623], [-0.825, 0.645, 1.680], [-0.676, -1.314, -0.494], [-2.245, -1.557, 0.260], [-2.131, -0.579, -1.212], [-2.426, 1.054, 0.580], [-0.681, 1.751, 2.077], [-0.183, -0.107, 2.133]],
  "charge": -1,
  "e_lumo_ev": 4.133,
  "e_homo_ev": -2.03
}

Last place for stability: arrangement one

Arrangement one

{
  "formula": "C3H11NO2S",
  "method": "ωB97M-V/def2-TZVPD",
  "symbols": ["C", "O", "C", "C", "S", "N", "H", "H", "H", "H", "H", "H", "H", "H", "H", "H", "H", "O"],
  "positions_angstrom": [[1.029, -0.929, -0.575], [2.236, -0.337, -1.080], [-0.217, -0.192, -1.031], [-1.453, -0.961, -0.595], [-2.986, -0.633, -1.496], [-0.245, 1.178, -0.423], [1.099, -0.920, 0.499], [1.087, -1.965, -0.900], [2.459, 0.431, -0.535], [-0.247, -0.126, -2.123], [-1.314, -1.985, -0.957], [-1.541, -1.015, 0.493], [-3.365, 0.466, -0.827], [0.688, 1.574, -0.523], [-0.744, 1.728, -1.113], [0.687, 1.566, 4.253], [1.431, 1.120, 2.989], [1.397, 0.997, 3.944]],
  "smiles": "N[C@@H](CO)CS.O",
  "e_lumo_ev": 0.483,
  "e_homo_ev": -9.31
}

Arrangement two

{
  "formula": "C3H11NO2S",
  "method": "ωB97M-V/def2-TZVPD",
  "symbols": ["C", "C", "S", "N", "C", "O", "H", "H", "H", "H", "H", "H", "H", "H", "H", "H", "H", "O"],
  "positions_angstrom": [[-0.956, -1.149, 0.947], [-0.056, -2.247, 1.458], [0.418, -3.489, 0.200], [-0.248, -0.002, 0.442], [-0.986, 0.866, -0.433], [-0.546, 2.208, -0.281], [-1.639, -1.577, 0.198], [-1.651, -0.803, 1.716], [-0.582, -2.784, 2.240], [0.872, -1.888, 1.887], [-0.427, -3.105, -0.760], [0.625, -0.259, -0.002], [-0.755, 0.592, -1.473], [-2.051, 0.817, -0.269], [0.358, 2.126, 0.047], [3.230, 3.671, -1.611], [2.091, 3.637, -2.609], [2.305, 3.385, -1.700]],
  "smiles": "OCNCCS.O",
  "e_lumo_ev": 0.723,
  "e_homo_ev": -8.94
}

Arrangement three

{
  "formula": "C3H11NO2S",
  "method": "ωB97M-V/def2-TZVPD",
  "symbols": ["C", "C", "S", "N", "C", "O", "H", "H", "H", "H", "H", "H", "H", "H", "H", "H", "H", "O"],
  "positions_angstrom": [[0.489, 0.012, 0.434], [1.947, 0.371, 0.087], [1.976, 2.043, -0.823], [0.400, -1.493, 0.595], [-0.864, -2.028, 1.045], [-1.851, -1.609, 0.074], [-0.223, 0.233, -0.470], [0.165, 0.476, 1.426], [2.423, 0.521, 1.107], [2.514, -0.345, -0.557], [0.658, 2.438, -0.717], [0.787, -1.957, -0.165], [-1.136, -1.628, 2.088], [-0.659, -3.141, 1.002], [-1.834, -2.238, -0.679], [-3.125, 0.343, 0.476], [-3.765, 0.214, -0.920], [-3.105, 0.699, -0.448]],
  "smiles": "OCNCCS.O",
  "e_lumo_ev": 0.609,
  "e_homo_ev": -8.94
}

Last place for stability: arrangement three

Arrangement one

{
  "formula": "C3H6O3P2",
  "method": "ωB97M-V/def2-TZVPD",
  "symbols": ["C", "C", "C", "O", "O", "O", "P", "P", "H", "H", "H", "H", "H", "H"],
  "positions_angstrom": [[0.281, 0.971, -0.389], [1.802, -1.019, 1.219], [-3.098, 0.127, -0.607], [1.485, 1.040, -1.132], [2.782, -0.382, 0.457], [-2.436, -0.804, -1.014], [0.163, -0.924, 0.157], [2.108, -0.548, -1.053], [0.319, 1.570, 0.524], [-0.622, 1.282, -0.948], [2.216, -2.080, 1.460], [1.786, -0.346, 2.108], [-2.643, 1.119, -0.325], [-4.142, -0.005, -0.456]],
  "e_lumo_ev": 0.228,
  "e_homo_ev": -8.60
}

Arrangement two

{
  "formula": "C3H6O3P2",
  "method": "ωB97M-V/def2-TZVPD",
  "symbols": ["C", "C", "C", "O", "O", "O", "P", "P", "H", "H", "H", "H", "H", "H"],
  "positions_angstrom": [[1.595, 0.768, 0.264], [0.056, -1.494, -0.490], [-1.507, 0.735, -0.089], [0.835, 0.812, 1.456], [-0.027, -1.460, 0.953], [-0.720, 1.056, -1.179], [0.723, 0.194, -1.300], [-0.432, -0.103, 1.748], [1.686, 1.810, -0.106], [2.575, 0.297, 0.362], [0.679, -2.253, -0.665], [-0.993, -1.812, -0.900], [-2.160, 1.596, 0.255], [-2.309, -0.147, -0.309]],
  "smiles": "C1OP2COP1CO2",
  "e_lumo_ev": 0.923,
  "e_homo_ev": -8.35
}

Last place for stability: arrangement one

Arrangement one

{
  "formula": "C6H7N",
  "method": "ωB97M-V/def2-TZVPD",
  "symbols": ["C", "C", "C", "C", "N", "C", "C", "H", "H", "H", "H", "H", "H", "H"],
  "positions_angstrom": [[-1.163, 0.091, 0.730], [0.240, 0.612, 0.928], [0.897, 0.816, -0.416], [1.234, -0.395, 0.399], [0.490, -1.323, -0.522], [-0.895, -0.793, -0.458], [0.110, -0.136, -1.324], [-1.855, 0.856, 0.361], [-1.594, -0.395, 1.611], [0.516, 1.247, 1.766], [1.480, 1.680, -0.707], [2.140, -0.723, 0.901], [-1.700, -1.401, -0.863], [0.101, -0.138, -2.407]],
  "smiles": "C1[C@@H]2[C@H]3[C@@H]2N2[C@H]3[C@H]12",
  "e_lumo_ev": 1.137,
  "e_homo_ev": -8.92
}

Arrangement two

{
  "formula": "C6H7N",
  "method": "ωB97M-V/def2-TZVPD",
  "symbols": ["C", "C", "C", "C", "C", "C", "N", "H", "H", "H", "H", "H", "H", "H"],
  "positions_angstrom": [[1.338, -0.989, -0.116], [0.534, -1.140, 0.896], [1.138, 1.445, -0.178], [0.745, 0.176, -0.877], [-0.458, 0.402, 0.154], [-1.865, 0.105, 0.039], [0.173, 1.550, 0.668], [2.311, -1.585, -0.436], [0.104, -1.954, 1.466], [2.126, 1.947, -0.021], [0.563, 0.064, -1.893], [-2.207, -0.253, 1.075], [-1.948, -0.766, -0.568], [-2.554, 0.996, -0.209]],
  "e_lumo_ev": 0.943,
  "e_homo_ev": -8.73
}

Last place for stability: arrangement two

Arrangement one

{
  "formula": "C6H7N",
  "method": "ωB97M-V/def2-TZVPD",
  "symbols": ["C", "C", "C", "C", "C", "C", "N", "H", "H", "H", "H", "H", "H", "H"],
  "positions_angstrom": [[-3.675, -0.060, -0.028], [-2.244, -0.312, -0.368], [-1.142, 0.641, 0.036], [-0.978, -0.881, 0.367], [1.322, 0.226, 0.242], [0.002, -0.126, -0.427], [-4.745, 0.106, 0.280], [-2.349, -0.366, -1.543], [-1.150, 1.414, 0.719], [1.469, -0.021, 1.334], [1.418, 1.266, 0.017], [2.224, -0.256, -0.234], [-0.827, -1.356, 1.299], [-0.023, -0.146, -1.545]],
  "smiles": "C[C@H]1[C@@H]2[C@@H](C#N)[C@H]12",
  "e_lumo_ev": 1.008,
  "e_homo_ev": -9.59
}

Arrangement two

{
  "formula": "C6H7N",
  "method": "ωB97M-V/def2-TZVPD",
  "symbols": ["C", "C", "C", "C", "N", "C", "C", "H", "H", "H", "H", "H", "H", "H"],
  "positions_angstrom": [[1.225, -0.543, -0.653], [0.088, -1.243, -0.600], [-1.055, -0.402, -0.095], [-1.036, -0.377, 1.414], [-0.479, 0.759, 1.615], [0.997, 0.935, -0.425], [-0.416, 1.002, 0.146], [1.036, 1.449, -1.402], [2.206, -0.975, -0.837], [-0.013, -2.306, -0.800], [-2.017, -0.486, -0.611], [-1.289, -1.123, 2.172], [1.734, 1.420, 0.224], [-0.980, 1.890, -0.148]],
  "e_lumo_ev": 1.144,
  "e_homo_ev": -9.17
}

Last place for stability: arrangement one